(1)
12
Properties=species:S:1:pos:R:3:mulliken_charge:R:1 method="wB97M-V/def2-TZVPD" e_tot_ha=-343.54347 relative_energy_kcal_mol=69.7 lumo_energy_ev=0.758 multiplicity=1
O -1.40967 0.76503 -0.64552 -0.51
O 1.01537 -0.80057 -1.31721 -0.49
O 0.70611 1.55667 -0.02357 -0.62
C 0.85029 0.46408 0.67446 -0.14
C -1.32345 -0.24006 0.13136 -0.24
C 0.86761 -0.74480 0.01863 -0.32
H -1.48124 -1.23285 -0.29937 0.33
H 0.83673 0.49576 1.76723 0.40
H 0.98983 -1.70146 0.51585 0.44
H 0.99578 0.12106 -1.62766 0.43
H -1.57318 -0.14006 1.19662 0.33
H -0.43776 1.45027 -0.39028 0.40



(2)
21
Properties=species:S:1:pos:R:3:mulliken_charge:R:1 method="wB97M-V/def2-TZVPD" e_tot_ha=-420.52334 relative_energy_kcal_mol=38.0 smiles="CC1=C(N)[C@](N)(O)[C@@H]1C" lumo_energy_ev=0.757 multiplicity=1
O -1.76879 1.51409 -0.17807 -0.59
N -0.58770 -0.07525 2.29670 -0.41
N 0.39787 2.28433 0.23241 -0.74
C -0.18315 0.00628 1.05796 -0.18
C 0.24274 0.13449 -1.00973 -0.25
C -0.41698 1.10695 -0.00571 1.21
C 0.60326 -0.70829 0.21417 0.27
C 1.41182 -1.97577 0.38187 -1.37
C -0.69836 -0.54613 -2.00041 -1.46
H 0.11133 3.06097 -0.35608 0.23
H -1.62140 -0.88947 -1.51950 0.31
H -0.21633 -1.41524 -2.46007 0.38
H 2.29286 -1.74606 0.99356 0.30
H -0.41808 -0.89806 2.86818 0.21
H -1.30200 0.53413 2.68355 0.17
H -1.96843 1.89132 0.69318 0.39
H 1.10722 0.54035 -1.55331 0.25
H -0.97439 0.14758 -2.80101 0.37
H 1.38610 2.12841 0.04729 0.26
H 1.73913 -2.39065 -0.57241 0.34
H 0.86329 -2.70396 0.98743 0.31



(3)
7
Properties=species:S:1:pos:R:3:mulliken_charge:R:1 method="wB97M-V/def2-TZVPD" e_tot_ha=-132.98299 relative_energy_kcal_mol=6.2 smiles=N.O lumo_energy_ev=0.715 multiplicity=1
O -1.32874 -2.74874 1.86277 -0.66
N 0.00000 0.00000 0.00000 -0.67
H -0.48016 -3.24443 1.91230 0.33
H -0.12464 -0.87945 -0.51151 0.25
H 0.99831 0.07860 0.21869 0.22
H -0.49344 -0.10195 0.89260 0.21
H -1.20321 -1.98122 2.46560 0.32



(4)
101
Properties=species:S:1:pos:R:3:mulliken_charge:R:1 method="wB97M-V/def2-TZVPD" e_tot_ha=-6868.88392 relative_energy_kcal_mol=0.0 lumo_energy_ev=-3.625 multiplicity=1 total_charge=+1
Y -0.34706 -0.29981 -0.01800 -0.19
Se -2.09559 0.47289 -3.03384 0.30
Ge 2.68893 -3.06841 -0.68651 0.57
S 2.89551 0.99568 2.08306 -0.36
N 4.85469 1.64962 0.51786 -0.16
N 5.45596 0.11535 2.10370 -0.55
N -0.21496 0.90693 2.57184 0.65
N -0.98260 -1.75305 1.94864 1.03
N -1.56947 0.56911 -4.83626 -0.78
N -0.39529 -0.04219 -2.52423 -0.33
N -1.11265 2.02731 -0.30238 2.27
N -1.32046 -2.54447 -0.72162 1.06
C 2.39084 -0.25467 -4.86336 -0.97
C -2.33483 2.22217 0.21421 0.87
C -2.03967 -5.22689 -1.29752 -0.99
C -0.32662 0.16451 -4.90544 0.71
C 1.81845 -3.63030 -2.38178 -0.76
C -4.79374 2.51014 1.62176 -1.06
C -0.27623 4.38696 0.09296 -1.79
C -0.72548 3.60101 -2.21038 -1.56
C -4.24229 1.21625 1.42222 0.40
C -3.06586 1.09952 0.71798 0.41
C -1.94199 -3.40920 4.01509 -1.11
C 1.71142 -0.01928 -6.09537 -0.60
C -4.87140 0.03597 2.06564 -1.50
C -1.44748 2.15500 4.73007 -0.99
C 6.06397 1.44852 -0.26107 -1.02
C -4.88542 4.93425 1.00074 -1.59
C -1.58861 0.77368 4.51353 -0.74
C -1.41499 -3.46640 0.29915 0.82
C 4.64239 -3.07784 -1.15436 -1.29
C -0.94307 0.14902 3.44326 0.49
C -4.25498 3.59767 0.96825 0.48
C 0.39865 -0.17206 -3.60257 0.85
C -1.39523 -3.02811 1.66019 0.40
C -1.64487 -4.82225 -0.00517 -0.78
C 4.47372 0.89810 1.55368 0.48
C -1.09896 -1.26304 3.23111 0.18
C -0.27932 3.11747 -0.80710 1.34
C -1.49584 -2.10304 4.27941 -0.77
C -2.05194 -4.24242 -2.26697 -0.92
C 0.35630 0.17685 -6.17439 -0.81
C 1.83961 -1.39875 -0.12856 -0.72
C -3.06808 3.44166 0.25924 -1.11
C -1.66130 -2.93448 -1.93456 0.03
C -1.86203 -3.85247 2.69339 -1.12
C 0.05951 2.15210 2.90707 -0.43
C 1.79822 -0.38384 -3.63187 -0.52
C -0.56443 2.85770 3.91763 -1.09
C 2.49005 -4.51776 0.65722 -1.10
C 1.19137 2.65906 -0.94700 -1.68
H -1.53821 -5.58997 0.75866 0.42
H 6.29896 0.68614 2.31337 0.25
H -0.49243 4.16014 1.14367 0.21
H -1.50223 -1.69197 5.29260 0.66
H -0.37133 3.90879 4.01670 0.52
H -0.97181 5.16994 -0.26977 0.51
H 3.46382 -0.30370 -4.94695 0.45
H -0.40234 2.92995 -3.02232 0.37
H 5.05963 -4.07656 -0.87789 0.34
H -4.31935 5.63580 1.62835 0.30
H -2.65446 4.30431 -0.25404 0.28
H -2.30335 -6.26167 -1.50056 0.44
H 6.90987 1.96430 0.21573 0.36
H 1.66274 2.38801 0.01665 -0.27
H 3.04331 -5.41590 0.37747 0.40
H 2.80465 -4.18939 1.65283 0.36
H -0.25441 4.60968 -2.37405 0.47
H -1.83501 3.73376 -2.29556 0.23
H -4.97675 5.43674 0.03240 0.35
H -5.94830 0.18044 2.23947 0.46
H 5.16155 -2.30564 -0.53345 0.26
H 4.14381 2.32108 0.22484 0.21
H 1.45833 -4.68641 -2.25989 0.36
H 1.33086 1.80503 -1.64791 0.07
H 5.10641 -0.30211 2.97411 0.31
H 0.74401 4.85433 0.06139 0.39
H 4.78804 -2.86882 -2.21846 0.37
H 2.53276 -3.64434 -3.24183 0.39
H 5.90244 1.82894 -1.26305 0.34
H 0.81975 2.64001 2.28196 0.54
H 1.73906 3.47928 -1.44237 0.68
H 1.97341 -1.33748 0.96981 0.50
H 6.37078 0.37433 -0.34029 0.31
H -5.63880 2.63440 2.30008 0.38
H -5.89561 4.90635 1.44776 0.40
H 2.35351 -0.01112 -6.96463 0.39
H -2.37669 -4.40324 -3.29302 0.49
H -4.80951 -0.85626 1.42386 0.30
H 2.44134 -0.52246 -0.49649 0.32
H 1.01064 -2.94440 -2.60244 -0.21
H -1.96369 2.65552 5.56389 0.41
H -2.60001 0.09570 0.57633 0.05
H -0.20834 0.35778 -7.08068 0.50
H -4.36889 -0.22790 3.00449 0.17
H 1.40705 -4.71252 0.77001 0.16
H 2.37174 -0.61797 -2.74772 0.56
H -2.14092 -4.84648 2.41595 0.46
H -1.63971 -2.14548 -2.68684 0.12
H -2.25488 -4.09440 4.82058 0.42
H -2.24830 0.17169 5.13867 0.33



(5)
67
Properties=species:S:1:pos:R:3:mulliken_charge:R:1 method="wB97M-V/def2-TZVPD" e_tot_ha=-5530.33886 relative_energy_kcal_mol=38.6 lumo_energy_ev="2.296 / 2.377" multiplicity=1 total_charge=-1
Pd -1.50529 -0.06662 0.04363 -0.84
Br -3.29029 -1.98992 0.03853 -0.19
S -1.43679 -0.24192 2.73853 -0.55
S -1.43399 -0.25992 -2.64437 -0.55
P 0.30141 -0.29732 -1.62037 2.23
P 0.28741 -0.30442 1.69903 1.96
C -6.89749 1.02428 0.04833 -0.90
C 1.82411 2.01678 -1.47387 0.02
C 1.24731 -4.17102 -2.47817 -0.61
C 2.46361 -4.15302 2.89823 -0.52
C 1.47431 3.45148 2.69913 -0.70
C -4.11439 3.46908 0.04673 -0.76
C 2.85231 3.37298 2.58493 -0.46
C 1.28951 1.06618 -2.33107 -0.27
C 1.46331 1.19168 -3.70207 -0.40
C 2.68871 1.03108 2.10043 -0.21
C -4.46129 0.69328 0.04923 0.66
C 2.58581 -3.04122 3.71563 -0.63
C 0.98271 -2.94062 1.46303 -0.38
C -5.59489 1.56108 0.05023 0.98
C 2.79241 3.16138 -3.33607 -0.45
C 1.64371 -4.10922 1.78193 -0.66
C 3.29941 -2.97482 -2.12067 -0.74
C -4.73419 -0.69452 0.04673 0.75
C 0.69781 2.31848 2.53293 -0.43
C -5.38089 2.95358 0.04923 -0.84
C 2.59241 -1.80012 -1.96347 -0.48
C -6.00389 -1.20212 0.04723 -0.66
C 1.92121 -1.86832 3.40603 -0.18
C 3.45721 2.16258 2.27923 -0.78
C 0.52981 -2.99782 -2.32677 -0.32
C 2.62921 -4.16042 -2.38117 -0.48
C -3.15339 1.24678 0.04883 -0.55
C 2.58111 3.05668 -1.97307 -0.75
C 2.21891 2.23908 -4.19777 -0.67
C 0.74901 -0.11122 0.04183 -1.03
C 1.14581 -1.81262 2.25693 0.01
C -7.09689 -0.32652 0.04753 -0.48
C 1.20751 -1.80892 -2.08307 0.20
C 1.30781 1.10188 2.25373 0.01
C -3.00089 2.61738 0.04753 -0.16
H 2.00371 -0.99492 4.04203 0.41
H 3.45971 4.25628 2.72463 0.38
H -8.09689 -0.73162 0.04473 0.36
H 2.36251 2.34098 -5.26367 0.38
H 4.53051 2.10488 2.16603 0.38
H 3.09131 -0.86502 -1.73957 0.37
H 4.37631 -2.96972 -2.03067 0.40
H -0.38469 2.36508 2.59963 0.40
H 1.00481 4.40188 2.91093 0.41
H 1.52891 -4.98092 1.15573 0.42
H -2.00399 3.05798 0.04373 0.43
H 3.39631 3.96828 -3.72717 0.37
H 3.13601 0.08668 1.81623 0.38
H -7.73799 1.70688 0.04413 0.34
H 3.00511 -5.05802 3.13553 0.37
H 0.72831 -5.09992 -2.66747 0.39
H -0.55389 -2.99182 -2.39267 0.43
H -6.15839 -2.27062 0.04523 0.41
H 1.64601 1.91798 -0.40967 0.21
H -6.24039 3.61248 0.04543 0.32
H 3.20701 -3.08762 4.59883 0.38
H 3.00491 3.77748 -1.28947 0.47
H 0.99681 0.47048 -4.36367 0.37
H 3.18841 -5.07772 -2.50427 0.38
H 0.33611 -2.88282 0.58883 0.23
H -3.95579 4.54018 0.04303 0.39



(6)
9
Properties=species:S:1:pos:R:3:mulliken_charge:R:1 method="wB97M-V/def2-TZVPD" e_tot_ha=-246.88922 relative_energy_kcal_mol=58.2 smiles=C#CC#N.C#C lumo_energy_ev=0.537 multiplicity=1
N 2.20981 -0.97175 -1.03692 -0.40
C -0.10271 -1.37847 -0.11496 -0.15
C 0.14118 1.47731 0.73071 -0.51
C 1.14707 -1.10913 -0.66955 -0.16
C -1.23200 -1.61502 0.26098 0.21
C -0.03614 2.08245 -0.28127 -0.24
H 0.44211 0.83231 1.65368 0.38
H -0.41854 2.37933 -1.16902 0.37
H -2.15079 -1.69702 0.62637 0.48



(7)
10
Properties=species:S:1:pos:R:3:mulliken_charge:R:1 method="wB97M-V/def2-TZVPD" e_tot_ha=-752.63367 relative_energy_kcal_mol=123.9 lumo_energy_ev=-0.279 multiplicity=1
S 1.82720 -0.24358 1.19234 0.10
O 1.86921 -2.39166 2.41314 -0.41
O -1.13284 0.62670 -1.19039 -0.63
N -0.11671 0.16116 -0.75018 0.97
N 0.65526 -0.60141 -1.37374 -0.71
N 1.23870 -1.63026 1.73951 0.10
C 0.14313 0.25161 0.68455 -0.30
H 0.36215 -0.64669 -2.29204 0.22
H -0.45923 -0.54584 1.33213 0.30
H 0.01415 1.28599 1.15729 0.35